(1)
Formula: FHN2O2S
Source: OMol25
Level of theory: the ωB97M-V functional and the def2-TZVPD basis

XYZ file:
```
7
FHN2O2S (the ωB97M-V functional and the def2-TZVPD basis)
N -2.96 -0.37 0.66
O -1.75 -0.56 1.21
N -3.33 0.81 0.54
H -0.39 -0.63 -0.52
O 1.00 -0.88 1.17
S -0.05 -0.02 0.69
F -4.57 0.79 0.04
```

Properties
Electronic energy = -758.427766 Ha
Energy above the lowest of the compared OMol25 structures with the same formula, charge and spin = 3.106 eV
Gap between HOMO and LUMO = 9.61 eV
HOMO level = -10.48 eV

---

(2)
Formula: C20H13Br2IN3O4SV
Source: OMol25
Level of theory: the ωB97M-V functional and the def2-TZVPD basis

XYZ file:
```
45
C20H13Br2IN3O4SV (the ωB97M-V functional and the def2-TZVPD basis)
C 1.59 -1.30 4.02
V -1.42 -0.99 -0.39
H -3.07 3.50 -4.14
C -3.10 2.62 -2.18
O -3.33 2.13 0.79
C 1.12 -2.60 3.87
N -1.34 -2.21 1.20
O 0.20 -0.95 -0.67
C -1.68 -3.50 1.40
H 1.43 0.75 3.43
N -1.69 0.69 -1.89
H -3.80 3.31 -1.73
C 3.58 2.81 -0.30
C 2.18 2.75 -0.25
C 1.08 -0.26 3.26
C 3.69 0.46 -0.79
O 2.14 -1.96 -1.23
C 0.09 -0.49 2.31
H -2.86 -5.09 0.95
H 0.47 1.51 -0.45
C -1.76 1.82 -3.99
H -0.35 0.34 1.78
C 1.55 1.54 -0.46
C -0.35 -1.80 2.13
H 4.27 -0.43 -1.00
O -2.61 0.02 0.29
H 1.61 3.64 -0.05
H 2.34 -1.10 4.77
C 0.15 -2.83 2.91
H 1.50 -3.41 4.49
C -2.68 2.72 -3.50
I 4.53 4.60 0.04
H -3.33 -3.60 0.21
Br -2.33 -2.43 -1.89
Br 0.01 -0.36 -3.82
H -1.41 1.87 -5.01
C 2.30 0.39 -0.72
C 1.72 -0.91 -0.93
H 5.41 1.73 -0.63
C -2.94 1.37 -0.01
S -0.71 -4.32 2.57
N -2.67 -4.11 0.79
C 4.33 1.67 -0.58
C -1.27 0.82 -3.15
C -2.58 1.59 -1.43
```

Properties
Electronic energy = -8022.616443 Ha
Net charge = +2
Energy above the lowest of the compared OMol25 structures with the same formula, charge and spin = 0.306 eV
Gap between HOMO and LUMO = 4.45 eV
HOMO level = -13.88 eV

---

(3)
Formula: C31H40N10Pb
Source: OMol25
Level of theory: the ωB97M-V functional and the def2-TZVPD basis

XYZ file:
```
82
C31H40N10Pb (the ωB97M-V functional and the def2-TZVPD basis)
C 2.26 -3.73 -1.22
H -3.37 -0.06 -2.24
C 3.11 -0.60 2.29
H -3.25 -0.38 -3.98
H -3.14 2.69 -1.85
C 2.79 -2.99 -3.52
H 3.26 2.12 -2.53
C 0.81 1.95 -3.85
C -4.85 2.22 -0.65
H 1.59 -4.46 -1.69
C -4.35 1.23 1.47
C 2.45 -2.49 -2.10
H -1.14 0.47 -3.43
N 1.01 2.88 0.98
C -1.82 0.21 4.64
C -2.39 0.92 3.60
C 3.63 -1.70 -1.53
H -3.11 1.70 3.81
H -0.19 -3.40 -1.76
N 1.81 3.69 1.57
N 2.82 3.03 2.18
C -1.12 -1.60 -2.62
C -2.09 0.65 2.26
C 1.68 0.84 -3.25
H -2.39 -2.59 -4.82
H -1.08 2.08 -1.33
H 3.41 -1.35 -0.51
H 1.46 2.78 -4.14
H 2.06 -0.15 -5.16
H 3.07 1.26 -4.84
C -2.68 -3.04 -3.87
H -4.51 -1.15 -3.02
H 4.49 -2.37 -1.46
C -2.56 -2.02 -2.72
H 2.97 -2.19 -4.23
C 2.49 1.47 -2.11
H 3.42 -0.26 -4.04
Pb 0.39 -0.22 0.24
H 4.15 1.01 2.97
H 1.98 -3.62 -3.91
H 1.88 -3.48 -0.23
H -6.34 1.65 0.80
H 3.92 -0.85 -2.14
H 3.22 -4.22 -1.10
N 3.80 -1.53 2.92
H -2.89 -1.99 -0.56
C -0.58 -1.10 3.06
C -3.47 -0.83 -3.01
H -2.04 -3.91 -3.69
H 0.27 1.62 -4.73
H -0.52 -1.42 5.18
H -2.07 0.46 5.66
N 2.19 -2.46 1.80
H -4.06 -2.96 -1.47
H 1.85 2.09 -1.48
N 3.40 0.75 2.36
C -1.10 -0.31 2.06
C -3.49 2.27 -0.92
H 0.15 -1.88 2.85
H -5.56 2.60 -1.37
N 1.48 1.61 1.18
C 0.79 -0.32 -2.78
C -0.56 -0.35 -3.01
N 2.11 -1.12 1.59
N -1.18 1.83 -0.36
N 3.19 -2.69 2.58
C -0.08 -2.39 -2.12
H -4.69 0.78 2.39
H -2.43 -3.58 -1.19
C -3.00 -2.68 -1.41
H -0.63 2.50 0.19
H 2.99 0.74 -1.48
H -3.72 -3.39 -3.95
C 1.14 -1.72 -2.21
H 3.70 -3.60 -3.46
C -5.28 1.70 0.57
C 2.58 1.76 1.92
C 2.61 0.38 -4.39
C -0.94 -0.83 4.38
C -2.56 1.79 -0.01
C -2.97 1.25 1.21
H 0.10 2.35 -3.12
```

Properties
Electronic energy = -1945.557188 Ha
Energy above the lowest of the compared OMol25 structures with the same formula, charge and spin = 0.000 eV
Gap between HOMO and LUMO = 5.10 eV
HOMO level = -8.08 eV

---

(4)
Formula: C34H33BrN6O2SSm
Source: OMol25
Level of theory: the ωB97M-V functional and the def2-TZVPD basis

XYZ file:
```
78
C34H33BrN6O2SSm (the ωB97M-V functional and the def2-TZVPD basis)
H 0.70 2.83 -3.33
C -3.74 0.98 -3.09
C 0.36 4.66 1.51
S 1.34 3.18 -0.68
C -0.89 -1.50 -3.02
H -4.36 -0.39 2.48
H -2.30 1.61 -0.12
H 1.63 -3.29 1.90
C 2.49 -2.99 1.32
Sm 0.38 -0.32 -0.01
H -4.23 2.34 -1.48
C -1.76 1.45 3.60
H -0.32 3.83 1.71
H -3.86 1.47 4.02
C 3.40 -1.56 -0.19
H 2.21 3.51 1.41
H 0.66 5.09 2.46
O 5.96 -3.84 0.69
C 0.29 4.22 -1.68
C -0.76 0.85 2.85
H -2.97 -0.44 -4.48
C -3.57 1.57 -1.85
Br 3.12 -0.03 -1.30
C 1.61 4.18 0.78
H -0.17 5.43 0.96
C 3.37 1.54 3.36
H -1.53 2.24 4.31
C -2.31 -0.55 1.82
H 3.49 0.43 1.53
C -3.07 1.02 3.44
H -2.06 -2.24 -4.66
C 3.68 -3.68 1.43
H 2.88 2.59 5.17
C -2.64 -3.99 -0.60
C -1.44 -3.35 -0.33
H -0.25 4.23 -3.76
H -2.65 -4.91 -1.17
C -3.73 -2.26 0.62
C 1.08 -2.61 -2.59
C 0.68 1.15 3.04
N 2.34 -1.93 0.51
C 4.64 -2.16 -0.18
N 1.52 0.65 2.12
C 4.77 -3.26 0.67
H 4.44 1.66 3.45
C 1.14 1.85 4.15
H 0.90 5.10 -1.87
H 2.26 4.99 0.45
H -4.63 -1.81 1.01
H 1.97 -2.70 -1.98
C -1.15 -2.35 -4.09
O 0.44 2.02 -0.20
N -1.36 -2.23 0.39
H -4.77 -3.87 -0.35
C -2.50 1.14 -1.08
H 6.00 -4.60 1.30
H 3.75 -4.53 2.10
N -1.06 -0.10 1.95
C -3.35 -0.01 2.56
N 0.22 -1.64 -2.27
C -0.09 3.50 -2.98
H -0.45 -4.02 -5.23
C -2.86 0.00 -3.50
H -1.00 2.92 -2.86
H -4.54 1.30 -3.74
C -1.83 -0.40 -2.65
C -3.81 -3.41 -0.14
H 0.45 2.22 4.89
H 1.63 -4.25 -3.86
H -0.58 4.51 -1.09
N -1.66 0.18 -1.46
C -0.25 -3.35 -4.41
H 5.47 -1.81 -0.78
C 0.90 -3.48 -3.65
H -0.51 -3.76 -0.71
C 2.83 0.85 2.29
C -2.49 -1.72 0.90
C 2.50 2.05 4.31
```

Properties
Electronic energy = -5423.979264 Ha
2S+1 = 6
Net charge = +3
Energy above the lowest of the compared OMol25 structures with the same formula, charge and spin = 0.000 eV
Gap between HOMO and LUMO (spin up / spin down) = 8.30 / 8.38 eV
HOMO level (spin up / spin down) = -16.64 / -16.64 eV

---

(5)
Formula: C2H2F2S2
Source: OMol25
Level of theory: the ωB97M-V functional and the def2-TZVPD basis

XYZ file:
```
8
C2H2F2S2 (the ωB97M-V functional and the def2-TZVPD basis)
H 0.40 2.05 0.77
F -1.33 0.71 -0.98
S -2.38 -1.62 0.51
H 1.11 -1.34 0.20
C 0.65 -0.38 -0.17
F 1.25 -0.04 -1.26
S 1.08 0.90 1.18
C -0.78 -0.27 -0.26
```

Properties
Electronic energy = -1073.342257 Ha
SMILES string = FC(=S)[C@@H](F)S
Energy above the lowest of the compared OMol25 structures with the same formula, charge and spin = 4.119 eV
Gap between HOMO and LUMO (spin up / spin down) = 7.08 / 6.76 eV
HOMO level (spin up / spin down) = -8.94 / -8.82 eV

---

(6)
Formula: C39H26F15GeN3O4PdS
Source: OMol25
Level of theory: the ωB97M-V functional and the def2-TZVPD basis

XYZ file:
```
90
C39H26F15GeN3O4PdS (the ωB97M-V functional and the def2-TZVPD basis)
C 4.41 -4.81 2.31
C 0.28 -1.38 2.35
F 0.14 5.25 4.61
H 6.81 -6.06 0.24
F -4.44 3.00 -2.64
C -5.73 3.62 0.10
H 1.23 0.00 -4.66
C -5.13 1.84 1.52
C -1.69 4.99 -1.50
C 1.09 2.51 -1.60
H 4.24 -7.55 -3.06
H -0.30 -4.30 -1.17
C 1.45 -2.39 4.24
H 6.55 -4.87 2.39
N 1.58 -0.84 0.42
C -2.36 4.50 2.08
F -7.97 4.42 0.10
F -8.68 2.50 1.91
F -4.17 1.07 2.06
F -4.25 4.77 -4.70
H 2.30 -5.02 1.92
F -3.52 5.04 1.64
C -0.65 2.89 1.96
H -0.94 -1.40 -3.02
H 3.23 -6.28 -2.32
C -1.57 5.91 -2.53
N 4.32 -4.32 3.58
C -0.50 4.64 3.60
C 2.70 -0.85 -0.27
C -1.86 3.37 1.47
C -0.16 -3.32 -0.71
N 3.43 -3.58 4.08
C -3.49 3.95 -2.60
C -7.04 3.55 0.55
C 4.72 -6.20 -0.12
C 3.30 -5.23 1.56
C -2.66 4.00 -1.49
C 3.88 -1.44 0.20
C 3.85 -7.16 -2.12
C -7.41 2.58 1.47
H -0.02 -3.45 0.37
H -0.50 -1.56 4.35
F -0.62 6.87 -2.50
F 1.22 3.03 3.42
C 2.57 -2.75 3.45
C -1.72 5.14 3.13
C -2.44 5.84 -3.62
F -0.09 1.81 1.40
C 2.67 -2.15 2.15
C -6.44 1.71 1.97
O 4.96 -6.85 -1.33
H 0.14 3.00 -1.82
O -0.78 -1.02 1.80
H -1.18 -0.40 -4.45
C 3.87 -2.07 1.42
H 4.78 -2.46 1.83
O 0.62 0.55 -2.77
F -2.24 6.24 3.70
H 1.57 -1.19 -3.37
H 2.56 -6.26 -0.14
C 1.54 -1.47 1.61
C 5.83 -5.82 0.62
F -6.78 0.80 2.90
C 5.68 -5.16 1.82
C -4.74 2.76 0.56
F -5.42 4.60 -0.76
O -1.30 -2.57 -1.01
Pd -0.43 0.04 -0.44
F -2.34 6.74 -4.63
H 1.45 -2.75 5.26
C 0.37 -1.74 3.74
H 1.84 3.27 -1.36
C 0.03 3.50 3.00
H -0.40 -2.00 -4.61
H 1.47 2.18 -3.73
H 0.75 -2.86 -1.12
H 2.55 1.29 -2.62
H 0.94 1.84 -0.74
C -3.41 4.84 -3.65
H 4.78 -1.38 -0.39
H -1.20 -1.65 -0.60
F -0.83 5.09 -0.47
Ge -2.84 2.51 -0.13
C -0.51 -1.11 -3.98
C 0.84 -0.45 -3.73
H 2.69 -0.35 -1.23
S -2.69 0.63 -1.07
C 1.51 1.64 -2.76
H 3.22 -7.93 -1.65
C 3.45 -5.93 0.38
```

Properties
Electronic energy = -6067.868730 Ha
Net charge = -2
Gap between HOMO and LUMO = 4.18 eV
HOMO level = -0.28 eV

---

Q: What is the electronic energy in the third record?
A: -1945.557188 Ha

---

What did the sixth record say?
Formula: C39H26F15GeN3O4PdS
Source: OMol25
Level of theory: the ωB97M-V functional and the def2-TZVPD basis

XYZ file:
```
90
C39H26F15GeN3O4PdS (the ωB97M-V functional and the def2-TZVPD basis)
C 4.41 -4.81 2.31
C 0.28 -1.38 2.35
F 0.14 5.25 4.61
H 6.81 -6.06 0.24
F -4.44 3.00 -2.64
C -5.73 3.62 0.10
H 1.23 0.00 -4.66
C -5.13 1.84 1.52
C -1.69 4.99 -1.50
C 1.09 2.51 -1.60
H 4.24 -7.55 -3.06
H -0.30 -4.30 -1.17
C 1.45 -2.39 4.24
H 6.55 -4.87 2.39
N 1.58 -0.84 0.42
C -2.36 4.50 2.08
F -7.97 4.42 0.10
F -8.68 2.50 1.91
F -4.17 1.07 2.06
F -4.25 4.77 -4.70
H 2.30 -5.02 1.92
F -3.52 5.04 1.64
C -0.65 2.89 1.96
H -0.94 -1.40 -3.02
H 3.23 -6.28 -2.32
C -1.57 5.91 -2.53
N 4.32 -4.32 3.58
C -0.50 4.64 3.60
C 2.70 -0.85 -0.27
C -1.86 3.37 1.47
C -0.16 -3.32 -0.71
N 3.43 -3.58 4.08
C -3.49 3.95 -2.60
C -7.04 3.55 0.55
C 4.72 -6.20 -0.12
C 3.30 -5.23 1.56
C -2.66 4.00 -1.49
C 3.88 -1.44 0.20
C 3.85 -7.16 -2.12
C -7.41 2.58 1.47
H -0.02 -3.45 0.37
H -0.50 -1.56 4.35
F -0.62 6.87 -2.50
F 1.22 3.03 3.42
C 2.57 -2.75 3.45
C -1.72 5.14 3.13
C -2.44 5.84 -3.62
F -0.09 1.81 1.40
C 2.67 -2.15 2.15
C -6.44 1.71 1.97
O 4.96 -6.85 -1.33
H 0.14 3.00 -1.82
O -0.78 -1.02 1.80
H -1.18 -0.40 -4.45
C 3.87 -2.07 1.42
H 4.78 -2.46 1.83
O 0.62 0.55 -2.77
F -2.24 6.24 3.70
H 1.57 -1.19 -3.37
H 2.56 -6.26 -0.14
C 1.54 -1.47 1.61
C 5.83 -5.82 0.62
F -6.78 0.80 2.90
C 5.68 -5.16 1.82
C -4.74 2.76 0.56
F -5.42 4.60 -0.76
O -1.30 -2.57 -1.01
Pd -0.43 0.04 -0.44
F -2.34 6.74 -4.63
H 1.45 -2.75 5.26
C 0.37 -1.74 3.74
H 1.84 3.27 -1.36
C 0.03 3.50 3.00
H -0.40 -2.00 -4.61
H 1.47 2.18 -3.73
H 0.75 -2.86 -1.12
H 2.55 1.29 -2.62
H 0.94 1.84 -0.74
C -3.41 4.84 -3.65
H 4.78 -1.38 -0.39
H -1.20 -1.65 -0.60
F -0.83 5.09 -0.47
Ge -2.84 2.51 -0.13
C -0.51 -1.11 -3.98
C 0.84 -0.45 -3.73
H 2.69 -0.35 -1.23
S -2.69 0.63 -1.07
C 1.51 1.64 -2.76
H 3.22 -7.93 -1.65
C 3.45 -5.93 0.38
```

Properties
Electronic energy = -6067.868730 Ha
Net charge = -2
Gap between HOMO and LUMO = 4.18 eV
HOMO level = -0.28 eV

---

Q: Which value of electronic energy does entry 3 give?
A: -1945.557188 Ha